Run w
C5H6N2 | ωB97M-V with the def2-TZVPD basis set

Calculated values
HOMO-LUMO gap = 0.4030 hartree
M = 94.117 g mol⁻¹

The geometry in XYZ format:
```
13
Properties=species:S:1:pos:R:3:lowdin_charge:R:1
N -0.11 1.96 -0.54 0.1561
C -1.25 1.44 -0.61 -0.1154
C -0.26 0.62 -1.25 -0.2483
C 0.15 -0.63 -0.50 -0.3086
C 1.17 -0.50 0.67 -0.0991
C -0.06 -0.86 1.45 -0.1498
N -0.90 -1.02 0.49 0.0912
H -0.12 0.63 -2.33 0.1145
H 0.37 -1.45 -1.21 0.1335
H 1.95 -1.26 0.70 0.1036
H 1.60 0.50 0.81 0.1012
H -0.28 -1.00 2.51 0.1049
H -2.25 1.55 -0.19 0.1163
```

Run x
C5H6N2 | ωB97M-V with the def2-TZVPD basis set

Calculated values
HOMO-LUMO gap = 0.3521 hartree
M = 94.117 g mol⁻¹
SMILES = C1=CC12CCN=N2

The geometry in XYZ format:
```
13
Properties=species:S:1:pos:R:3:lowdin_charge:R:1
C 1.68 -0.32 1.24 0.0503
C 1.08 -1.50 1.10 0.0509
C 0.60 -0.41 0.21 -0.3312
C -1.00 0.44 0.24 -0.0636
C -1.11 0.74 -1.25 -0.2273
N 0.22 0.46 -1.85 -0.0211
N 1.02 -0.12 -1.14 0.0208
H 2.46 0.23 1.71 0.0924
H 0.90 -2.46 1.42 0.0698
H -1.03 1.34 0.83 0.0783
H -1.64 -0.19 0.68 0.0313
H -1.98 0.00 -1.63 0.1512
H -1.20 1.79 -1.56 0.0982
```

Run y
C5H6N2 | ωB97M-V with the def2-TZVPD basis set

Calculated values
HOMO-LUMO gap = 0.3692 hartree
M = 94.117 g mol⁻¹

The geometry in XYZ format:
```
13
Properties=species:S:1:pos:R:3:lowdin_charge:R:1
C -0.03 0.99 0.61 -0.1029
C 0.93 1.36 -0.60 -0.0202
C 0.68 -0.11 -0.70 -0.3746
N -0.17 -0.76 -1.43 0.1168
C -0.83 -1.56 -0.50 -0.1375
C -0.41 -1.33 0.76 -0.1331
N 0.64 -0.38 0.70 -0.0133
H -1.04 0.45 0.51 0.1317
H -0.11 1.62 1.49 0.1051
H 0.60 2.00 -1.41 0.1040
H 1.98 1.62 -0.33 0.1139
H -1.62 -2.21 -0.84 0.1004
H -0.75 -1.74 1.70 0.1098
```

Preferred: run y; penalty for the next structure: 0.222 eV.

Run w
C5H6N2 | ωB97M-V with the def2-TZVPD basis set

Calculated values
HOMO-LUMO gap (spin up / spin down) = 0.2782 / 0.2745 hartree
M = 94.117 g mol⁻¹

The geometry in XYZ format:
```
13
Properties=species:S:1:pos:R:3:lowdin_charge:R:1
C 0.65 -0.89 -0.95 -0.0867
C -0.79 -1.32 -0.97 -0.0894
C -0.84 -0.53 0.33 -0.2764
N -1.43 0.70 0.60 0.1052
C -0.49 1.50 0.97 -0.1200
C 0.90 0.92 0.78 -0.0971
N 0.52 -0.40 0.31 -0.0803
H 1.29 1.31 -0.15 0.1176
H 1.57 -1.34 -1.29 0.0864
H -1.46 -0.93 -1.75 0.1112
H -0.90 -2.40 -0.87 0.1067
H -0.66 2.49 1.38 0.1021
H 1.63 1.02 1.59 0.1206
```

Run x
C5H6N2 | ωB97M-V with the def2-TZVPD basis set

Calculated values
HOMO-LUMO gap = 0.3691 hartree
M = 94.117 g mol⁻¹
SMILES = C1=CCC=C1.N#N

The geometry in XYZ format:
```
13
Properties=species:S:1:pos:R:3:lowdin_charge:R:1
C -0.90 0.92 0.74 -0.0928
C -1.06 -0.37 1.04 -0.0505
C -0.47 -1.12 -0.19 -0.2325
C -0.23 -0.15 -1.16 -0.2124
C -0.33 1.03 -0.62 -0.1370
H -1.13 1.85 1.23 0.0895
H -1.41 -0.84 1.94 0.0898
H 0.51 -1.57 0.04 0.1110
H -1.16 -1.85 -0.66 0.1304
H 0.30 -0.14 -2.18 0.1456
H -0.21 1.94 -1.16 0.0922
N 3.26 0.44 0.90 0.0344
N 2.85 -0.15 0.07 0.0323
```

Preferred: run x; penalty for the next structure: 3.639 eV.

Run w
C9H14N5 | ωB97M-V with the def2-TZVPD basis set

Calculated values
HOMO-LUMO gap = 0.3003 hartree
M = 192.246 g mol⁻¹
SMILES = C=N/C=C1/N=[N+]=C/N=C(/C)C[C@H](C)N1
net charge = +1

The geometry in XYZ format:
```
28
Properties=species:S:1:pos:R:3:lowdin_charge:R:1
C -2.18 2.40 -3.00 0.0870
N -1.84 2.37 -1.81 0.0531
C -1.12 2.89 -0.86 -0.0461
C -0.18 2.30 -0.09 -0.2809
N 0.27 3.02 0.99 0.0973
N 1.37 2.70 1.53 0.0705
C 1.94 1.43 1.49 -0.1235
N 1.67 0.41 2.24 0.1826
C 1.19 -0.73 2.00 -0.2908
C 1.19 -1.72 3.07 0.0128
C 0.79 -1.26 0.65 -0.0659
C -0.12 -0.23 -0.12 -0.3865
C -0.79 -0.81 -1.32 -0.0346
N 0.53 1.04 -0.31 0.0482
H -2.99 1.85 -3.44 0.1019
H -1.68 3.11 -3.61 0.0923
H -1.59 3.74 -0.36 0.1593
H 3.02 1.71 1.23 0.1706
H 1.26 -1.46 4.15 0.1261
H 1.98 -2.28 2.91 0.0519
H 0.33 -2.31 2.81 0.0921
H 1.81 -1.36 0.14 0.1689
H 0.43 -2.25 0.79 0.1132
H -0.85 -0.17 0.74 0.1693
H -1.33 0.04 -1.82 0.0698
H -1.51 -1.60 -0.95 0.1189
H -0.12 -1.11 -2.08 0.0735
H 1.10 1.07 -1.17 0.1687
```

Run x
C9H14N5 | ωB97M-V with the def2-TZVPD basis set

Calculated values
HOMO-LUMO gap = 0.3258 hartree
M = 192.246 g mol⁻¹
net charge = +1

The geometry in XYZ format:
```
28
Properties=species:S:1:pos:R:3:lowdin_charge:R:1
C 2.26 0.08 -1.44 -0.0200
C 3.17 1.04 -1.42 -0.1942
C 2.53 1.83 0.65 -0.0434
C 1.45 0.87 0.68 -0.1616
C 1.27 -0.02 -0.42 -0.2390
C -3.30 -0.09 -0.82 -0.1013
C 0.47 0.94 1.83 -0.0406
C -3.78 0.18 0.56 -0.0317
C -1.26 -0.84 -1.93 0.0361
N 3.32 1.86 -0.43 0.0724
N 0.29 -0.96 -0.44 -0.0313
N -2.22 -0.56 -1.22 0.0618
N 1.11 -2.29 1.20 0.1232
N 0.15 -1.94 0.33 0.0276
H 2.20 -0.60 -2.31 0.1249
H 3.74 1.24 -2.34 0.1312
H 2.75 2.48 1.47 0.1160
H -4.03 -0.17 -1.62 0.1487
H 0.59 1.87 2.37 0.0838
H -0.55 0.78 1.66 0.0501
H 0.76 0.15 2.48 0.0626
H -4.87 0.28 0.66 0.0832
H -3.48 -0.55 1.30 0.0852
H -3.41 1.30 0.75 0.1455
H -0.84 -0.13 -2.57 0.1087
H -1.29 -2.01 -2.13 0.1839
H 0.97 -2.98 1.83 0.0642
H 2.01 -1.75 1.33 0.1542
```

Preferred: run x; penalty for the next structure: 0.406 eV.